The following is a quantum chemistry calculation of C45H57F5N6O8PS2Ta as an isolated structure at a distorted geometry, from the OMol25 dataset.

Largest force on an atom, eV Å⁻¹: 4.9
M, g mol⁻¹: 1181.03
Energy relative to the best compared isomer or geometry (same formula, charge and spin), kcal/mol: 57.9
Kohn-Sham gap, eV: 1.5

```
! RIJCOSX wB97M-V def2-TZVPD def2/J DEFGRID3
* xyz 2 1
Ta 2.3344 10.5297 19.6690
O 4.1160 12.3728 23.1725
H 3.2162 12.2966 22.7634
H 4.1265 12.6410 24.1175
O 3.8036 11.5580 19.0615
H 1.7177 13.6234 18.4108
H 4.7326 11.8199 19.1189
H -1.6005 6.7847 21.4436
S 4.9000 9.1142 16.3403
C 3.9533 8.8614 17.9449
C 4.6128 8.8182 19.2196
C 3.8067 8.9642 20.3793
N 2.4801 8.5464 20.3109
C 1.8906 8.4354 19.0488
C 2.5738 9.1465 17.9844
C 4.9415 7.6004 15.5045
C 4.2043 6.4678 15.9588
C 3.7329 5.6563 14.9219
N 4.0400 5.8479 13.6563
C 5.0724 6.6342 13.3556
C 5.5672 7.5693 14.2680
H 5.6504 8.4917 19.2901
H 4.1608 9.2936 21.3310
H 0.9286 8.0120 18.9468
H 2.1913 9.4179 17.0107
H 3.8879 6.4114 17.0128
H 2.9342 4.9263 15.0582
H 5.2928 6.7138 12.2638
H 6.4973 8.1397 14.1864
C -2.0605 15.8057 22.7613
C -1.4664 15.1825 24.0326
C -1.3958 13.6185 24.0156
C -2.7187 13.1496 23.4770
C -2.9592 13.5794 21.9936
C -2.1718 14.8364 21.6020
P -2.9525 11.2303 23.8307
C -3.0215 11.3035 25.7524
C -3.4320 12.6394 26.4529
C -3.0314 12.5189 28.0010
C -1.8400 11.6930 28.4793
C -1.4983 10.4111 27.6922
C -1.7592 10.5504 26.1981
C -4.8860 11.1806 23.5765
C -5.1200 10.0328 22.4976
C -5.6574 10.4988 21.1680
C -6.9384 11.3718 21.4190
C -7.0737 12.1342 22.7145
C -5.7236 12.4835 23.4024
H -1.4711 16.6825 22.4935
H -3.0279 16.2825 23.0603
H -2.0121 15.5420 24.8971
H -0.3856 15.5601 24.1946
H -1.1544 13.2591 25.0285
H -0.4889 13.2462 23.4291
H -3.5432 13.6289 24.0271
H -4.0089 13.6771 21.6925
H -2.5583 12.7301 21.4137
H -2.6598 15.2823 20.7217
H -1.1721 14.5260 21.2241
H -3.8099 10.5381 25.9519
H -4.5598 12.5278 26.5611
H -3.4078 13.6764 26.0423
H -3.9407 12.1438 28.5435
H -3.0554 13.4999 28.4157
H -1.9453 11.3554 29.5298
H -0.9830 12.3709 28.2989
H -1.8881 9.4988 28.2123
H -0.3685 10.3188 27.8041
H -1.7606 9.5610 25.8080
H -0.9363 10.9397 25.6408
H -5.1603 10.6618 24.5085
H -5.8170 9.3298 22.9601
H -4.2186 9.4507 22.3372
H -5.9072 9.6194 20.5276
H -4.8525 11.0403 20.6138
H -7.7862 10.6198 21.3160
H -7.0178 12.0523 20.5415
H -7.5777 11.5023 23.4727
H -7.7177 13.0052 22.5073
H -5.8431 12.9032 24.4130
H -5.2371 13.1981 22.7138
C 10.0028 10.9468 22.1387
N 10.5618 12.2863 22.0897
C 10.0484 13.5108 22.7287
C 10.5405 14.5904 21.7381
N 11.6804 13.9005 21.1608
C 11.8066 12.5501 21.5406
S 13.0941 11.5003 21.8152
H 9.0577 11.0397 22.6540
H 10.6665 10.2472 22.6937
H 9.8418 10.5840 21.1302
H 10.3693 13.7417 23.7530
H 8.9292 13.4991 22.7812
H 10.7931 15.5416 22.2697
H 9.8624 14.8663 20.9028
H 12.3547 14.3567 20.5835
F -3.0496 5.1415 19.6181
C -1.8275 4.9564 20.1622
C -1.3058 5.8408 21.0717
C -0.3518 5.1852 21.8616
F 0.3303 6.0048 22.7172
C 0.0404 3.8471 21.8936
F 0.8021 3.4159 23.0555
C -0.2818 3.0602 20.7430
F 0.2106 1.8546 20.5404
C -1.2772 3.6819 19.8744
F -1.9984 2.9052 19.0017
O 0.9528 13.3668 19.0735
C 0.2568 12.3719 18.5814
O 0.5482 11.1636 19.0232
C -0.6042 12.4455 17.5056
C -0.8947 11.2329 16.6397
C -1.4082 11.5010 15.3623
C -1.6323 12.7698 14.8153
C -1.4011 13.7783 15.6698
C -0.9790 13.6936 17.0573
N -1.5442 15.0756 15.0710
O -1.7083 15.0478 13.8435
O -1.5736 16.0479 15.8044
N -1.4979 10.3833 14.4443
O -1.3527 9.2698 14.9285
O -1.6419 10.5863 13.2212
H -0.7336 10.1848 17.0223
H -2.0946 12.9146 13.8558
H -0.7828 14.6418 17.5319
*
```